1.
C21H41Cl9N2O2 | wB97M-V/def2-TZVPD

Cartesian coordinates (Å):
C -1.53659 -2.64653 0.74964
C -0.61913 -2.77315 1.97084
C 0.85520 -2.60587 1.50712
C -0.93360 -1.58696 2.96152
C -2.16119 -1.98216 3.82605
C -1.98602 -3.27679 4.60696
C -1.68042 -4.40452 3.61250
C -1.24704 -5.56585 4.47381
C -2.98362 -4.83735 2.95039
N -0.60303 -4.08090 2.66087
O -0.39189 -5.08293 1.65937
H -1.17366 -1.78660 0.18669
H -1.51589 -3.53344 0.11634
H -2.55195 -2.40408 1.06325
H 1.63296 -2.57072 2.26997
H 1.19778 -3.37067 0.81010
H 0.96650 -1.66313 0.97144
H -0.15239 -1.27378 3.65414
H -1.23084 -0.75736 2.32004
H -2.27767 -1.18087 4.55574
H -3.00963 -2.05110 3.14524
H -2.85619 -3.57568 5.19141
H -1.11953 -3.22546 5.26624
H -0.18782 -5.57227 4.73089
H -1.30274 -6.62715 4.23165
H -1.59996 -5.49598 5.50272
H -2.86310 -5.64909 2.23301
H -3.51994 -4.09779 2.35582
H -3.75773 -5.17804 3.63799
H 0.46414 -5.48828 1.81587
C -2.96393 2.94714 -1.10412
C -1.66328 3.05677 -1.91649
C -1.83788 4.17434 -3.02570
C -0.57301 3.50145 -0.86298
C 0.88675 3.49616 -1.31366
C 1.16666 2.05384 -1.79253
C 0.16404 1.57872 -2.93441
C 0.44506 2.31079 -4.30058
C 0.38784 0.07649 -3.07801
N -1.25562 1.69187 -2.44382
O -2.26500 1.21169 -3.31284
H -3.72492 2.56196 -1.78281
H -3.31067 3.90801 -0.72385
H -2.84933 2.20045 -0.31837
H -2.33171 5.01769 -2.54298
H -2.51732 3.82519 -3.80321
H -0.95048 4.41195 -3.61236
H -0.68495 4.53287 -0.52868
H -0.58426 2.89888 0.04525
H 1.51172 3.81370 -0.47899
H 1.13941 4.28753 -2.01934
H 1.05056 1.30594 -1.00815
H 2.20423 2.05387 -2.12654
H 1.12323 1.73719 -4.93239
H -0.47895 2.31847 -4.87873
H 0.78153 3.33967 -4.17299
H 1.31070 -0.22794 -3.57173
H 0.31715 -0.45917 -2.13134
H -0.23927 -0.31162 -3.88063
H -2.70189 0.57359 -2.74400
Cl 3.61282 0.80855 -5.63659
C 4.27952 -0.50189 -4.62577
Cl 5.87422 -0.12174 -4.01648
Cl 4.29028 -2.09663 -5.50527
H 3.62929 -0.67929 -3.76912
Cl 3.25275 4.04134 1.61352
C 2.89056 5.77100 1.60261
Cl 4.29488 6.71132 2.35320
Cl 1.25509 6.21167 2.26674
H 2.77442 6.04499 0.55403
Cl 5.53959 1.51223 0.94618
C 4.01661 0.95704 0.23560
Cl 2.91450 0.30197 1.42893
Cl 4.38315 -0.35957 -0.98783
H 3.58091 1.85602 -0.20039

E_LUMO: 0.0033 Ha
multiplicity: 1
total charge: 0
frontier orbital gap: 0.3168 Ha


2.
C21H41O9 | wB97M-V/def2-TZVPD

Cartesian coordinates (Å):
C -1.06620 -0.84732 -1.82722
C -0.48151 -1.81219 -0.74695
O 0.94751 -1.76901 -0.72484
C 1.43096 -0.55284 -0.14893
C 2.97560 -0.40380 -0.26828
O 3.39360 0.24404 -1.45526
C 2.98837 -0.44531 -2.63554
C 1.85314 0.41992 -3.33191
O 1.40848 1.44610 -2.77959
O 1.41117 0.07782 -4.47632
H -0.94335 0.19343 -1.45363
H -0.55182 -0.88915 -2.80940
H -2.16435 -1.02652 -1.87863
H -0.83450 -1.45799 0.27574
H -0.90728 -2.83062 -0.87678
H 0.97254 0.37528 -0.55472
H 1.18171 -0.58005 0.94101
H 3.27928 0.27227 0.57138
H 3.50945 -1.37112 -0.06269
H 3.81453 -0.48831 -3.38953
H 2.66964 -1.49486 -2.46997
C -1.32981 3.90373 -2.12023
C -2.42152 3.24510 -1.31434
O -2.51128 2.04336 -1.25044
C -3.39570 4.14792 -0.59097
H -0.70620 3.13453 -2.58271
H -1.76881 4.52096 -2.90752
H -0.70332 4.51646 -1.46823
H -3.92667 4.77503 -1.30971
H -2.86175 4.77209 0.12874
H -4.12277 3.53801 -0.05413
C 0.33204 -1.29841 4.52138
C -0.28735 -1.98734 3.33152
O -0.29361 -1.47029 2.23737
C -0.89883 -3.34679 3.55858
H 0.73061 -0.33284 4.21165
H -0.42425 -1.13553 5.29212
H 1.14830 -1.90534 4.91934
H -1.70900 -3.27387 4.28560
H -0.13588 -4.04323 3.91328
H -1.30470 -3.72056 2.61860
C 0.28282 4.28076 3.51033
C 0.25389 2.92482 2.84618
O 0.65862 1.93834 3.41953
C -0.29854 2.85723 1.44592
H 0.70326 4.18409 4.51131
H 0.90657 4.96486 2.93212
H -0.73125 4.67681 3.59222
H 0.30027 3.48013 0.77804
H -1.33849 3.19106 1.44171
H -0.26087 1.82780 1.09003
C 5.40082 2.44567 -5.10696
C 5.40661 1.12901 -5.84032
O 5.90423 0.13955 -5.35358
C 4.76382 1.09528 -7.20309
H 5.89291 2.32342 -4.14268
H 5.94258 3.19725 -5.68619
H 4.37254 2.77093 -4.93701
H 5.27747 1.78738 -7.87471
H 3.70878 1.36324 -7.12142
H 4.83874 0.08837 -7.61228
C -4.64357 -6.19853 4.93223
C -4.69355 -4.89287 4.17804
O -4.03819 -3.93800 4.52787
C -5.59326 -4.82648 2.97006
H -3.95869 -6.10285 5.77418
H -5.63593 -6.44681 5.31327
H -4.28459 -6.99377 4.27643
H -6.62740 -5.01460 3.26509
H -5.27589 -5.56166 2.22837
H -5.53019 -3.83316 2.52745

E_LUMO: 0.0751 Ha
ΔE to the lowest compared entry with this formula, charge and spin: 0.0 kJ/mol
multiplicity: 1
total charge: -1
frontier orbital gap: 0.2089 Ha


3.
C21H42BGeIrN7O3S | wB97M-V/def2-TZVPD

Cartesian coordinates (Å):
Ir -0.46601 -0.15485 -0.69766
C 4.00190 -1.63947 -0.07086
C 2.65157 -1.46600 0.62839
C 2.88633 -1.25149 2.12850
C 1.80801 -2.73834 0.45496
O 1.95726 -0.36034 0.03576
Ge 1.53109 1.27424 1.09490
O -0.20320 0.20054 1.54734
C -1.07210 0.47375 2.66466
C -0.77891 1.87112 3.21492
C -2.53112 0.41533 2.22420
C -0.83176 -0.58259 3.74307
O 0.65044 1.77382 -0.54675
C 0.67536 2.99684 -1.29804
C -0.42646 3.92636 -0.80048
C 0.46319 2.63242 -2.76536
C 2.03972 3.66084 -1.10658
H 4.65414 -2.29424 0.50613
H 4.48200 -0.66473 -0.14652
H 3.89567 -2.05774 -1.07203
H 3.38561 -2.11695 2.56199
H 1.94687 -1.08968 2.66322
H 3.52426 -0.38021 2.27977
H 2.18368 -3.52430 1.11232
H 1.82424 -3.10495 -0.57228
H 0.29656 -1.53625 1.41207
H -0.90120 2.61478 2.42342
H 0.24124 1.92068 3.60238
H -1.46662 2.11500 4.02222
H -2.71565 1.14016 1.43112
H -3.18239 0.64901 3.06512
H -2.77651 -0.58612 1.86810
H 0.22130 -0.61444 4.02761
H -1.13896 -1.57126 3.39039
H -1.41583 -0.34682 4.63110
H -1.41298 3.49224 -0.97457
H -0.37089 4.88533 -1.31305
H -0.31423 4.10123 0.27123
H -0.43344 2.01275 -2.86302
H 1.32288 2.07149 -3.13619
H 0.33509 3.52710 -3.37226
H 2.17505 3.94225 -0.05943
H 2.11469 4.56212 -1.71202
H 2.83624 2.97042 -1.39113
C -3.08721 -2.12376 -5.54146
C -2.14721 -0.92095 -5.68166
C -1.07851 -0.93270 -4.64271
N -1.28134 -0.99522 -3.38139
N -0.13906 -0.95488 -2.62944
C 0.96988 -0.83982 -3.35272
N 2.18573 -0.73832 -2.81424
S 0.63409 -0.82437 -5.04833
H -3.95024 -2.00152 -6.19223
H -3.43781 -2.20924 -4.51438
H -2.57356 -3.04408 -5.81694
H -2.72168 0.00047 -5.56305
H -1.69748 -0.89620 -6.67387
H 2.24831 -0.51761 -1.82136
H 2.97961 -0.58421 -3.41202
N -5.47530 -2.44527 -0.12037
C -4.74718 -1.38185 -0.48818
C -3.33289 -1.40981 -0.55779
N -2.65403 -0.32588 -0.88722
C -3.30855 0.79595 -1.19584
C -4.69548 0.81176 -1.13786
N -5.38881 -0.25242 -0.78782
H -5.06492 -3.33044 0.10984
H -6.47739 -2.35257 -0.09674
H -2.78584 -2.31178 -0.33243
H -2.73629 1.66988 -1.46730
H -5.25846 1.70569 -1.37554
B -1.07911 -4.54048 0.26694
C -0.56003 -3.19579 0.69943
N 0.40314 -2.43759 0.84613
H -2.24905 -4.75513 0.44628
H -0.46977 -5.33950 0.93911
H -0.72660 -4.59975 -0.88900

E_LUMO (spin up / spin down): -0.3237 / -0.3240 Ha
ΔE to the lowest compared entry with this formula, charge and spin: 0.0 kJ/mol
multiplicity: 2
total charge: +2
frontier orbital gap (spin up / spin down): 0.1914 / 0.1905 Ha


| no. | total energy (eV) |
| --- | --- |
| 1 | -142215.07224 |
| 2 | -40869.12854 |
| 3 | -109881.24996 |